a | This record from the Open Molecules 2025 dataset describes a 13-piece molecular cluster, H25O13 overall. The level of theory is the ωB97M-V functional and the def2-TZVPD basis.

```
38
H25O13 (the ωB97M-V functional and the def2-TZVPD basis)
O 3.00 1.19 -0.58
H 0.92 -3.88 -2.10
H -1.37 1.16 0.27
O 1.51 1.85 3.13
H 0.69 2.01 2.74
H 0.28 -2.58 -1.28
O -0.47 1.03 0.41
H 0.08 0.24 -0.15
O 2.27 -1.41 -2.38
H 1.48 -1.54 -2.75
H 1.92 -0.61 -1.82
O -3.91 -0.70 0.20
H -1.29 1.38 -3.44
H -4.51 -0.56 0.98
O 1.09 2.28 -2.57
H 1.50 2.06 -1.66
H 1.98 2.33 -2.95
O -1.37 0.47 3.50
H -1.05 0.81 2.66
H 3.55 0.40 -0.43
O 0.09 -3.41 -1.65
H -3.15 -1.19 0.66
H -2.46 1.19 -2.41
O -1.96 0.85 -3.14
H -0.61 0.55 4.05
H 1.94 2.35 2.47
O -2.48 2.80 1.01
H -1.52 2.78 1.02
H -2.84 3.06 0.20
O 2.72 -2.04 0.30
H 2.02 -1.46 -0.08
H 3.04 -2.70 -0.29
O 0.68 -0.91 -0.69
H -0.04 -1.13 0.04
H 2.16 0.74 -0.30
O -1.69 -2.65 2.23
H -0.79 -2.87 2.03
H -1.44 -1.88 2.76
```

Multiplicity ... 1
Total charge ... -1
Highest occupied orbital energy ... -0.2406 hartree
Gap between HOMO and LUMO ... 9.3 eV



b | This record from the Open Molecules 2025 dataset describes a 13-piece molecular cluster, H25O13 overall. The level of theory is the ωB97M-V functional and the def2-TZVPD basis.

```
38
H25O13 (the ωB97M-V functional and the def2-TZVPD basis)
O 24.32 1.02 1.06
H 24.07 1.55 1.84
O 22.60 2.76 -0.07
H 23.21 2.15 0.39
H 21.98 2.94 0.62
O 21.56 2.95 2.53
H 20.99 2.14 2.43
H 22.30 2.66 3.09
O 25.04 3.85 -0.34
H 25.49 3.06 -0.52
H 24.12 3.58 -0.25
O 25.72 0.75 -0.97
H 25.22 0.98 -0.15
H 25.17 1.06 -1.65
O 25.01 0.11 4.82
H 24.86 0.99 4.40
H 25.52 0.38 5.60
O 22.26 0.08 2.13
H 22.41 -0.83 1.99
H 23.00 0.49 1.72
O 23.23 -0.77 -0.86
H 23.48 -0.24 -0.12
H 22.53 -0.35 -1.40
O 22.06 0.49 4.68
H 22.20 0.23 3.74
H 22.91 0.21 5.04
O 25.05 -1.52 1.82
H 24.73 -1.56 2.74
H 24.77 -0.64 1.61
O 25.38 4.46 2.52
H 26.24 4.14 2.65
H 25.18 4.20 1.60
O 24.09 2.40 3.75
H 24.43 3.20 3.38
H 23.90 2.52 4.71
O 26.76 1.31 2.01
H 25.84 1.16 1.82
H 27.12 1.94 1.40
```

Multiplicity ... 1
Total charge ... -1
Highest occupied orbital energy ... -0.2609 hartree
Gap between HOMO and LUMO ... 9.8 eV



Relative energies, unit hartree: a 0.1060; b 0.0000



a | This record from the Open Molecules 2025 dataset describes a 13-piece molecular cluster, H25O13 overall. The level of theory is the ωB97M-V functional and the def2-TZVPD basis.

```
38
H25O13 (the ωB97M-V functional and the def2-TZVPD basis)
O 3.63 -1.72 -0.51
H -2.55 2.74 2.73
H 1.44 2.49 1.23
O 2.07 0.76 -3.94
H 2.31 1.09 -3.05
H -0.60 1.45 0.38
O 2.08 3.20 1.13
H 2.90 2.86 1.47
O -2.85 0.97 -0.50
H -2.48 1.64 0.08
H -2.11 0.78 -1.08
O 0.52 -1.27 -1.43
H 2.98 -1.07 -0.82
H 0.84 -0.46 -1.84
O -2.51 -1.58 1.26
H -3.22 -1.14 1.76
H -2.05 -0.77 0.96
O -0.31 0.56 0.60
H -1.42 -3.11 1.15
H 0.05 -2.53 3.44
O -2.09 2.97 1.92
H 0.22 -0.82 -0.61
H 1.52 0.69 0.83
O -0.77 -2.06 3.62
H 1.38 0.15 -3.67
H 0.56 1.01 -0.80
O -1.97 -0.94 -3.23
H -2.28 -1.82 -3.45
H -2.03 -0.98 -2.27
O 2.46 0.61 1.10
H 2.41 -0.30 1.40
H -1.09 -1.75 2.76
O 1.07 1.52 -1.50
H -0.21 -2.24 0.79
H -1.66 2.14 1.73
O -0.45 -3.13 1.08
H 0.84 2.45 -1.58
H 3.38 -2.39 -1.16
```

Multiplicity ... 1
Total charge ... -1
Highest occupied orbital energy ... -0.2603 hartree
Gap between HOMO and LUMO ... 9.7 eV



b | This record from the Open Molecules 2025 dataset describes H25O13 as an isolated structure. The level of theory is the ωB97M-V functional and the def2-TZVPD basis.

```
38
H25O13 (the ωB97M-V functional and the def2-TZVPD basis)
O 1.31 -3.33 -1.83
H 1.20 -0.26 1.92
H -0.59 -2.10 0.18
O 2.60 1.74 -2.62
H 2.99 0.85 -2.56
H -1.61 2.21 2.49
O -0.04 -1.96 0.97
H -0.26 -1.00 0.90
O 0.87 3.70 0.90
H 1.56 3.08 0.65
H 0.94 4.53 0.43
O 0.48 -0.53 -4.39
H 1.16 -3.37 -0.87
H 1.15 -0.98 -3.86
O -3.71 -0.81 2.52
H -3.22 -1.64 2.72
H -2.84 -0.42 2.30
O -1.70 1.80 3.36
H -3.05 -0.98 -0.80
H 3.19 0.33 0.80
O 1.52 0.56 1.53
H -0.18 -1.22 -4.52
H -1.20 1.01 3.10
O 4.16 0.32 0.62
H 1.79 1.38 -3.02
H 0.87 0.34 -0.43
O -3.46 0.23 0.25
H -4.13 -0.36 0.65
H -2.66 -0.20 0.58
O -0.71 1.28 1.20
H -0.79 2.19 0.90
H 4.53 -0.27 1.28
O 1.28 -0.36 -0.95
H -2.31 -1.81 -2.02
H 0.48 1.18 1.42
O -2.52 -1.80 -1.08
H 2.05 -0.77 -0.57
H 0.81 -2.56 -2.12
```

Multiplicity ... 1
Total charge ... -1
Highest occupied orbital energy ... -0.2138 hartree
Gap between HOMO and LUMO ... 8.3 eV



Relative energies, unit hartree: a 0.0000; b 0.0453



a | This record from the Open Molecules 2025 dataset describes a 4-piece molecular cluster, H3NO3PS overall. The level of theory is the ωB97M-V functional and the def2-TZVPD basis.

```
9
H3NO3PS (the ωB97M-V functional and the def2-TZVPD basis)
N 2.03 1.55 1.57
O 0.62 -2.82 2.62
O -1.46 -2.31 1.60
O 1.77 -0.98 1.15
P 1.01 0.22 1.72
S -0.05 -2.51 1.39
H -2.61 1.05 0.82
H 3.02 1.35 1.22
H -1.79 0.84 0.99
```

Multiplicity ... 1
Total charge ... -1
Highest occupied orbital energy ... -0.1661 hartree
Gap between HOMO and LUMO ... 7.9 eV



b | This record from the Open Molecules 2025 dataset describes a 2-piece molecular cluster, H3NO3PS overall. The level of theory is the ωB97M-V functional and the def2-TZVPD basis.

```
9
H3NO3PS (the ωB97M-V functional and the def2-TZVPD basis)
N 0.86 2.79 0.52
O -0.53 -2.62 -1.54
O 1.56 -2.36 -0.41
O -0.54 -1.10 0.44
P -0.45 1.96 0.55
S 0.16 -2.66 -0.26
H 1.12 3.23 1.48
H -1.44 -1.23 0.14
H -0.73 1.98 -0.92
```

Multiplicity ... 1
Total charge ... -1
Highest occupied orbital energy ... -0.1552 hartree
Gap between HOMO and LUMO ... 7.4 eV



Relative energies, unit hartree: a 0.0000; b 0.0089



a | This record from the Open Molecules 2025 dataset describes a 2-piece molecular cluster, C3H9N2O2 overall. The level of theory is the ωB97M-V functional and the def2-TZVPD basis.

```
16
C3H9N2O2 (the ωB97M-V functional and the def2-TZVPD basis)
C -1.72 -0.46 -0.32
C 0.00 0.90 -1.44
C -0.82 0.69 -0.28
N 1.71 0.03 0.76
N 0.65 -0.23 1.25
O 2.94 -0.51 0.96
O 0.49 -1.18 2.15
H -1.56 -1.22 -1.18
H -1.61 -1.03 0.56
H -2.81 -0.13 -0.39
H -0.55 1.70 -1.88
H 0.00 -0.01 -2.08
H 1.02 1.37 -1.35
H -0.76 1.50 0.50
H 3.48 -0.07 0.31
H -0.45 -1.34 2.41
```

Multiplicity ... 1
Total charge ... +1
Highest occupied orbital energy ... -0.5411 hartree
Gap between HOMO and LUMO ... 9.2 eV



b | This record from the Open Molecules 2025 dataset describes C3H9N2O2 as an isolated structure. The level of theory is the ωB97M-V functional and the def2-TZVPD basis.

```
16
C3H9N2O2 (the ωB97M-V functional and the def2-TZVPD basis)
C -1.72 -1.09 -0.15
C -0.60 1.09 -0.40
C 2.20 0.20 0.56
N -1.44 0.30 0.20
N 1.22 0.36 -0.23
O -0.45 2.23 0.17
O 3.38 -0.17 0.21
H -1.15 -1.31 -1.10
H -1.37 -1.65 0.74
H -0.58 1.05 -1.55
H 2.02 0.13 1.67
H -1.46 0.48 1.15
H -2.90 -1.17 -0.49
H 1.62 0.11 -1.14
H 0.15 2.83 -0.21
H 4.09 0.13 0.83
```

Multiplicity ... 1
Total charge ... +1
Highest occupied orbital energy ... -0.5354 hartree
Gap between HOMO and LUMO ... 11.7 eV



c | This record from the Open Molecules 2025 dataset describes an isolated ion of composition C3H9N2O2 and charge +1. The level of theory is the ωB97M-V functional and the def2-TZVPD basis.

```
16
C3H9N2O2 (the ωB97M-V functional and the def2-TZVPD basis)
C 0.44 -0.97 -1.13
N 0.12 0.05 -0.09
C -0.24 -0.55 1.17
O 1.11 1.01 0.07
C -1.18 0.79 -0.47
N -1.24 2.08 -0.22
O -2.09 -0.04 -0.77
H -0.47 -1.39 -1.60
H 1.09 -0.39 -1.94
H 0.98 -1.81 -0.58
H -0.44 0.15 1.99
H -1.15 -1.14 1.10
H 0.39 -1.33 1.56
H 1.85 0.95 -0.62
H -0.46 2.64 -0.24
H -2.12 2.58 -0.57
```

Multiplicity ... 1
SMILES string ... C[N+](C)(O)C(N)=O
Total charge ... +1
Highest occupied orbital energy ... -0.5690 hartree
Gap between HOMO and LUMO ... 12.0 eV



d | This record from the Open Molecules 2025 dataset describes a 2-piece molecular cluster, C3H9N2O2 overall. The level of theory is the ωB97M-V functional and the def2-TZVPD basis.

```
16
C3H9N2O2 (the ωB97M-V functional and the def2-TZVPD basis)
C 2.08 0.09 0.13
C -1.27 0.58 0.81
C -2.24 -0.10 0.21
N 3.29 -0.26 -0.12
N 0.98 -0.19 -0.48
O -3.05 0.30 -0.80
O -2.48 -1.43 0.47
H 1.90 0.55 1.14
H -1.06 1.60 0.56
H -0.61 0.37 1.65
H 4.12 0.04 0.40
H 3.42 -0.27 -1.14
H -0.10 0.00 0.06
H 0.87 -0.60 -1.45
H -3.07 1.22 -1.13
H -2.78 -1.90 -0.29
```

Multiplicity ... 1
Total charge ... +1
Highest occupied orbital energy ... -0.4958 hartree
Gap between HOMO and LUMO ... 10.6 eV



Relative energies, unit hartree: a 0.1829; b 0.0119; c 0.0454; d 0.0000



a | This record from the Open Molecules 2025 dataset describes a 3-piece molecular cluster, C3H9N2O2 overall. The level of theory is the ωB97M-V functional and the def2-TZVPD basis.

```
16
C3H9N2O2 (the ωB97M-V functional and the def2-TZVPD basis)
C 0.10 -1.19 0.60
C -0.89 -1.28 1.65
N -1.79 -0.28 1.44
C -1.43 0.52 0.35
N -0.32 -0.11 -0.19
H 0.93 -1.70 0.41
H -0.93 -2.00 2.46
H -2.50 -0.01 2.13
H -2.01 1.32 -0.09
H 0.27 0.39 -0.99
H 1.97 0.92 -2.63
H 1.85 -0.49 -2.86
O 1.31 0.27 -2.67
H 2.65 1.53 -0.15
H 1.32 1.75 0.46
O 1.76 1.31 -0.21
```

Multiplicity ... 1
Total charge ... +1
Highest occupied orbital energy ... -0.5128 hartree
Gap between HOMO and LUMO ... 10.6 eV



b | This record from the Open Molecules 2025 dataset describes a 2-piece molecular cluster, C3H9N2O2 overall. The level of theory is the ωB97M-V functional and the def2-TZVPD basis.

```
16
C3H9N2O2 (the ωB97M-V functional and the def2-TZVPD basis)
O -1.56 -2.14 0.12
C -2.07 -1.65 -0.85
O -1.97 -0.32 -1.10
H -2.64 -2.24 -1.58
H -1.94 -0.19 -2.06
C 1.50 0.53 -0.07
C 0.60 1.02 0.78
N -0.46 0.14 1.29
N 2.62 1.18 -0.51
H 1.35 -0.45 -0.52
H 0.56 2.03 1.16
H -0.60 0.11 2.30
H -1.37 0.31 0.85
H -0.32 -0.84 0.99
H 2.95 1.96 0.03
H 3.36 0.56 -0.81
```

Multiplicity ... 1
Total charge ... +1
Highest occupied orbital energy ... -0.4754 hartree
Gap between HOMO and LUMO ... 10.1 eV



c | This record from the Open Molecules 2025 dataset describes an isolated ion of composition C3H9N2O2 and charge +1. The level of theory is the ωB97M-V functional and the def2-TZVPD basis.

```
16
C3H9N2O2 (the ωB97M-V functional and the def2-TZVPD basis)
C -2.37 0.26 0.09
C -1.14 -0.17 -0.76
N -0.02 -0.22 0.14
O 0.32 -1.44 0.65
N 1.47 0.36 -0.50
C 2.39 0.37 0.65
O 1.36 1.12 -1.39
H -2.35 1.34 0.17
H -3.18 -0.38 -0.35
H -1.99 -0.03 1.14
H -0.87 0.63 -1.39
H -1.25 -1.23 -1.23
H -0.15 -2.09 0.04
H 1.99 -0.34 1.48
H 2.37 1.47 1.00
H 3.41 0.35 0.26
```

Multiplicity ... 1
SMILES string ... CCN(O)[N+](C)=O
Total charge ... +1
Highest occupied orbital energy (spin up / spin down) ... -0.5468 / -0.5469 hartree
Gap between HOMO and LUMO (spin up / spin down) ... 8.0 / 8.1 eV



Relative energies, unit hartree: a 0.0027; b 0.0000; c 0.2544



a | This record from the Open Molecules 2025 dataset describes a 2-piece molecular cluster, C2H2S3 overall. The level of theory is the ωB97M-V functional and the def2-TZVPD basis.

```
7
C2H2S3 (the ωB97M-V functional and the def2-TZVPD basis)
C -0.74 0.16 -0.32
C 0.42 0.26 -0.58
S 2.21 -2.57 2.39
S 1.51 -2.73 -0.73
S 2.39 -1.67 0.66
H -1.77 -0.17 -0.24
H 1.45 0.40 -0.79
```

Multiplicity ... 1
Total charge ... 0
Highest occupied orbital energy ... -0.3443 hartree
Gap between HOMO and LUMO ... 6.8 eV



b | This record from the Open Molecules 2025 dataset describes C2H2S3 as an isolated structure. The level of theory is the ωB97M-V functional and the def2-TZVPD basis.

```
7
C2H2S3 (the ωB97M-V functional and the def2-TZVPD basis)
C 3.04 0.79 -0.65
C -0.26 -0.68 0.35
S 4.24 0.42 0.26
S 0.48 -2.05 -0.20
S 0.32 0.92 0.06
H -1.36 -0.73 0.75
H 1.73 0.59 -0.20
```

Multiplicity ... 1
Total charge ... 0
Highest occupied orbital energy ... -0.3157 hartree
Gap between HOMO and LUMO ... 7.1 eV



Relative energies, unit hartree: a 0.0000; b 0.0246



a | This record from the Open Molecules 2025 dataset describes a 2-piece molecular cluster, C2H2S3 overall. The level of theory is the ωB97M-V functional and the def2-TZVPD basis.

```
7
C2H2S3 (the ωB97M-V functional and the def2-TZVPD basis)
C -1.90 -0.90 0.62
C 1.54 0.65 -0.57
S -2.20 -0.04 1.86
S -1.74 -1.83 -0.63
S 0.97 0.70 0.95
H 0.71 0.92 -1.35
H 2.63 0.50 -0.87
```

Multiplicity ... 1
Total charge ... 0
Highest occupied orbital energy ... -0.3212 hartree
Gap between HOMO and LUMO ... 8.2 eV



b | This record from the Open Molecules 2025 dataset describes a 2-piece molecular cluster, C2H2S3 overall. The level of theory is the ωB97M-V functional and the def2-TZVPD basis.

```
7
C2H2S3 (the ωB97M-V functional and the def2-TZVPD basis)
C 1.84 0.10 -0.37
C 1.18 0.95 0.13
S -2.01 -2.22 0.49
S -1.65 1.05 0.19
S -2.34 -0.58 -0.54
H 2.45 -0.70 -0.80
H 0.52 1.41 0.91
```

Multiplicity ... 1
Total charge ... 0
Highest occupied orbital energy (spin up / spin down) ... -0.3488 / -0.3480 hartree
Gap between HOMO and LUMO (spin up / spin down) ... 7.0 / 7.0 eV



Relative energies, unit hartree: a 0.0000; b 0.0679



a | This record from the Open Molecules 2025 dataset describes a single C3H4FNS molecule. The level of theory is the ωB97M-V functional and the def2-TZVPD basis.

```
10
C3H4FNS (the ωB97M-V functional and the def2-TZVPD basis)
F 1.65 -1.33 -2.96
C 1.41 -1.37 -1.67
C 0.81 -0.39 -1.08
N 0.52 -0.43 0.26
C -0.46 0.16 0.78
S -1.47 1.37 0.06
H 1.45 -2.40 -1.28
H 0.78 0.50 -1.70
H -0.62 0.22 1.79
H -1.85 1.76 1.33
```

Multiplicity ... 1
SMILES string ... F/C=C/N=C\S
Total charge ... 0
Highest occupied orbital energy ... -0.3270 hartree
Gap between HOMO and LUMO ... 9.4 eV



b | This record from the Open Molecules 2025 dataset describes a 2-piece molecular cluster, C3H4FNS overall. The level of theory is the ωB97M-V functional and the def2-TZVPD basis.

```
10
C3H4FNS (the ωB97M-V functional and the def2-TZVPD basis)
N -1.58 1.15 0.46
C -1.75 0.10 -0.12
C -1.97 -1.02 -0.71
F -1.37 -2.15 -0.27
H -0.79 1.82 0.09
H -2.82 -1.35 -1.44
C 2.64 0.45 0.48
S 1.61 -0.76 0.22
H 2.73 0.69 1.57
H 3.30 1.08 -0.27
```

Multiplicity ... 1
SMILES string ... N=C=CF.C=S
Total charge ... 0
Highest occupied orbital energy ... -0.3272 hartree
Gap between HOMO and LUMO ... 8.4 eV



Relative energies, unit hartree: a 0.0000; b 0.0674